[1]
A cluster of 2 separate species, C2H6O in total at a distorted geometry, computed with wB97M-V/def2-TZVPD.

## Properties
relative energy (zero: lowest compared OMol25 entry of this formula, charge and spin) = 1.734 eV
HOMO-LUMO gap = 0.375 Ha
HOMO = -9.377 eV
SMILES = C=C.O

Atoms and positions in Å:
C 0.61596 -1.10482 -0.57844
C 1.29624 -0.05675 -0.01942
H 0.29567 -1.00934 -1.64060
H 0.60121 -1.90517 0.12974
H 1.45525 0.64966 -0.76062
H 1.56664 0.06264 0.90814
O -1.41863 0.85737 0.51698
H -1.91943 1.01283 -0.28657
H -2.12355 1.29982 1.10125

[2]
A cluster of 2 separate species, C7H12O4 in total at a distorted geometry, computed with wB97M-V/def2-TZVPD.

## Properties
relative energy (zero: lowest compared OMol25 entry of this formula, charge and spin) = 1.420 eV
HOMO-LUMO gap = 0.366 Ha
HOMO = -9.407 eV
SMILES = C/C=C/C=O.COC(=O)CO

Atoms and positions in Å:
C -1.53319 -1.85162 -1.36655
C -1.24797 -1.92227 0.09999
C -1.09430 -0.88033 0.92350
C -0.81490 -1.07557 2.34705
O -0.66230 -0.17965 3.14318
H -0.75504 -2.34601 -1.93316
H -2.45762 -2.36732 -1.60191
H -1.61131 -0.81693 -1.70799
H -1.15699 -2.92202 0.52380
H -1.17136 0.14671 0.58899
H -0.75147 -2.13982 2.65365
C 1.47978 0.45452 1.39127
O 1.45005 1.40891 0.32632
C 0.73279 1.04737 -0.74233
O 0.12963 0.01970 -0.84041
C 0.72812 2.14468 -1.80031
O 1.80388 3.03567 -1.71069
H 0.48786 0.31472 1.75117
H 2.10979 0.88479 2.17251
H 1.90362 -0.49336 1.04156
H -0.24659 2.66263 -1.70980
H 0.75167 1.65883 -2.78936
H 1.92584 3.21638 -0.76048

[3]
A structure of composition C30H48BrN3OsP2 at a distorted geometry, computed with wB97M-V/def2-TZVPD.

## Properties
relative energy (zero: lowest compared OMol25 entry of this formula, charge and spin) = 0.000 eV
HOMO-LUMO gap (alpha / beta) = 0.254 / 0.178 Ha
HOMO (alpha / beta) = -18.333 / -18.698 eV
charge = +4
2S+1 = 5

Atoms and positions in Å:
N 3.00070 -9.71377 -0.98782
C 4.02101 -8.96609 -0.55279
C 3.93580 -7.57102 -0.46084
C 2.72602 -6.93313 -0.82611
C 1.66349 -7.74518 -1.28420
C 1.85718 -9.13093 -1.35192
C 2.58119 -5.49782 -0.67972
Os 0.73087 0.82800 -0.79887
P -3.43829 3.51464 3.94861
C 1.37932 -4.86570 -0.63868
C 1.25729 -3.47121 -0.33219
C 0.00928 -2.98651 0.12122
C -0.13541 -1.66545 0.50995
C 0.93387 -0.79683 0.21593
C 2.23444 -1.25494 -0.09117
C 2.37214 -2.59898 -0.42882
Br -0.16601 1.67706 1.40876
H 3.50891 -4.95237 -0.50776
H 0.45450 -5.43506 -0.73954
H 4.77666 -6.99871 -0.08040
H 0.70604 -7.31451 -1.58476
H 4.93714 -9.47795 -0.25933
H 1.05246 -9.77850 -1.70854
H -0.83253 -3.68281 0.18019
H 3.32462 -2.97130 -0.80724
H -1.03796 -1.27628 0.99564
H 3.09682 -0.58620 -0.02141
P -1.25380 0.82739 -1.73616
C -1.99151 2.69147 4.73698
C -2.21708 2.45901 6.23690
H -1.12551 3.34703 4.57033
H -1.82262 1.74571 4.20571
H -1.26272 2.25927 6.73396
H -2.66971 3.33514 6.71626
H -2.86457 1.59357 6.41466
C -4.40039 2.08998 3.28889
C -5.89943 2.39290 3.16732
H -4.23565 1.26385 3.99663
H -3.96186 1.82039 2.31770
H -6.45758 1.45930 3.03713
H -6.28163 2.88857 4.06811
H -6.11639 3.02869 2.30142
C -2.76134 4.33548 2.45105
C -2.50168 5.81831 2.73337
H -3.52007 4.22105 1.66398
H -1.84968 3.80182 2.14638
H -2.33753 6.36153 1.79914
H -3.35570 6.27802 3.24373
H -1.61349 5.95989 3.35687
C -1.34123 2.47236 -2.56176
C -1.48460 2.46202 -4.08244
H -0.42098 2.99767 -2.24906
H -2.18618 2.98796 -2.08212
H -0.55103 2.16124 -4.57369
H -2.29347 1.80232 -4.41920
H -1.72274 3.47649 -4.42766
C -2.83603 0.63891 -0.86704
C -3.53523 -0.70182 -1.07143
H -3.46665 1.47756 -1.19889
H -2.59833 0.81192 0.19205
H -3.92992 -0.79936 -2.09109
H -2.86422 -1.54578 -0.86719
H -4.38185 -0.77178 -0.37793
C -1.03318 -0.47606 -3.01899
C 0.45025 -0.53764 -3.36315
H -1.66683 -0.23208 -3.87989
H -1.38209 -1.42403 -2.58675
H 0.79616 -1.57545 -3.44736
H 0.68905 -0.01919 -4.30079
H 1.08067 -0.06314 -2.53914
C 4.74852 4.23611 0.41843
C 4.12572 3.18463 -0.40287
C 4.59737 2.51352 -1.52503
C 3.64499 1.55282 -1.87760
N 2.60058 1.66192 -0.99642
N 2.92098 2.66779 -0.12753
C 3.70652 0.58382 -2.98165
H 5.67994 3.85185 0.85849
H 5.01300 5.09048 -0.21916
H 4.09477 4.58748 1.22750
H 5.53475 2.68718 -2.02847
H 2.29567 2.91496 0.64197
H 3.03138 0.84952 -3.80825
H 4.73163 0.60227 -3.37784
H 3.50299 -0.45332 -2.67665

[4]
A cluster of 2 separate species, C3H10NOSSi in total at a distorted geometry, computed with wB97M-V/def2-TZVPD.

## Properties
relative energy (zero: lowest compared OMol25 entry of this formula, charge and spin) = 0.432 eV
HOMO-LUMO gap = 0.361 Ha
HOMO = -14.267 eV
charge = +1

Atoms and positions in Å:
C 1.92911 1.44753 -0.13010
C 1.25712 0.53378 -1.14039
C 1.54113 0.40915 0.90829
N 0.87387 -0.41347 -0.08639
O -2.04173 -0.59434 -0.65788
Si -2.71081 -1.17213 0.75902
S 2.29328 -1.18775 0.69160
H 3.04750 1.76169 -0.21475
H 1.34024 2.31937 -0.08734
H 0.38361 0.91085 -1.72286
H 1.96890 0.07222 -1.75264
H 1.03627 0.49065 1.79986
H -0.00168 -0.95160 -0.24381
H -2.67980 -0.05587 -1.19742
H -2.09178 -2.43937 0.57649
H -2.00122 -0.06554 1.71686
H -4.14401 -1.06517 0.78147

[5]
A structure of composition C10H7CeNO4 at a distorted geometry, computed with wB97M-V/def2-TZVPD.

## Properties
HOMO-LUMO gap (alpha / beta) = 0.222 / 0.227 Ha
HOMO (alpha / beta) = -19.972 / -19.978 eV
charge = +3
2S+1 = 2

Atoms and positions in Å:
O -0.09406 -3.20481 -0.36900
C 0.15585 -2.09185 -0.17212
Ce 1.22622 0.24132 1.03119
O -3.46519 -0.15156 -2.17527
C -2.51933 -0.06227 -1.55579
C 2.28136 0.04438 -1.21516
O 3.05180 -0.06441 -2.08257
C -0.00763 2.38899 0.07700
O -0.21115 3.50584 -0.18639
N -1.09105 -0.68962 2.35040
C -0.54938 -0.07932 3.54890
C 0.85399 0.00524 3.61933
C 1.42573 0.86391 4.57907
C 0.59825 1.50228 5.50022
C -0.80881 1.30836 5.48640
C -1.39139 0.52170 4.48663
H -1.00158 -1.72741 2.31518
H -2.10554 -0.52563 2.28815
H 1.60926 -0.61120 3.00772
H 2.50843 1.03696 4.58470
H 1.02369 2.11839 6.30635
H -1.45359 1.81522 6.23203
H -2.46607 0.43649 4.36491

[6]
A cluster of 2 separate species, CH2ClNO2 in total at a distorted geometry, computed with wB97M-V/def2-TZVPD.

## Properties
relative energy (zero: lowest compared OMol25 entry of this formula, charge and spin) = 2.176 eV
HOMO-LUMO gap (alpha / beta) = 0.300 / 0.305 Ha
HOMO (alpha / beta) = -8.281 / -10.658 eV
2S+1 = 3

Atoms and positions in Å:
C -1.42428 0.28518 -0.67965
N 1.58449 -0.51075 0.46108
O 1.35192 0.08490 1.47689
O 2.62711 -1.00461 0.09851
Cl -1.22604 0.55843 0.93382
H -0.49518 -0.12162 -1.16482
H -2.41802 0.70846 -1.12584